Below is a 2-piece molecular cluster, CH6N2O2 overall at a distorted geometry, with properties calculated with ωB97M-V/def2-TZVPD.

Structure (XYZ):
```
11
Properties=species:S:1:pos:R:3:forces:R:3
O -2.896 -0.629 -0.057 0.452 0.090 0.416
O -1.132 1.507 -0.041 -0.360 -2.459 0.686
N -0.757 0.114 0.161 1.093 1.971 -0.213
N 2.048 0.078 -0.019 -0.637 -0.751 3.456
C -1.698 -0.794 0.082 1.657 -3.571 -1.198
H 0.265 -0.053 0.090 -0.462 0.080 0.245
H 2.599 -0.664 -0.274 1.223 -2.784 -1.044
H 2.045 0.641 -0.779 0.110 2.727 -2.651
H 2.622 0.437 0.733 -0.407 0.844 0.074
H -2.071 1.268 0.107 -0.423 1.346 -0.317
H -1.025 -1.904 -0.003 -2.246 2.507 0.546
```
Forces are in eV/Å.

The value obtained for the electronic energy is -301.61025 hartree. Its energy relative to the best compared isomer or geometry (same formula, charge and spin) is 84.0 kcal per mole. The LUMO energy is 0.61 eV. The orbital gap comes out at 10.0 eV. Its multiplicity is 1. As for the largest force on an atom: 4.11 eV Å⁻¹. The value obtained for the molar mass is 78.071 g/mol. Its net charge is 0.

Mulliken population analysis, charges in e, atoms 1 to 6: -0.588, -0.402, 0.075, -0.847, 0.182, 0.438